Record 1
The following is a quantum chemistry calculation of a molecular structure, C27H24BaClN4O4S2, from OMol25.

Output
Orbital gap   6.50 eV
Energy relative to the best compared isomer or geometry (same formula, charge and spin)   2.9 kJ/mol
Lowest unoccupied orbital energy   1.9 eV

Structure (ORCA input):
```
! RIJCOSX wB97M-V def2-TZVPD def2/J DEFGRID3
* xyz -1 1
Ba 0.625 -0.338 0.192
C -3.439 -0.787 0.160
N -2.347 -0.998 1.118
C -2.597 -0.256 2.351
C -2.372 1.236 2.148
N -0.964 1.608 2.233
C -0.776 2.953 1.679
C -0.385 1.547 3.556
C -1.185 1.615 4.696
C -0.641 1.625 5.972
C 0.737 1.566 6.114
C 1.539 1.488 4.990
C 1.021 1.475 3.686
S 2.142 1.369 2.341
C -2.106 -2.411 1.280
C -2.472 -3.071 2.453
C -2.250 -4.428 2.617
C -1.647 -5.143 1.592
C -1.285 -4.497 0.424
C -1.514 -3.129 0.216
S -1.070 -2.430 -1.340
H -4.402 -1.075 0.609
H -3.253 -1.380 -0.731
H -3.499 0.259 -0.143
H -1.918 -0.615 3.127
H -3.626 -0.420 2.711
H -2.996 1.817 2.841
H -2.711 1.521 1.152
H -1.385 3.693 2.218
H -1.080 2.963 0.628
H 0.275 3.227 1.743
H -2.261 1.658 4.601
H -1.290 1.674 6.837
H 1.190 1.565 7.098
H 2.615 1.426 5.094
H -2.941 -2.520 3.258
H -2.537 -4.914 3.541
H -1.449 -6.202 1.703
H -0.805 -5.046 -0.376
O 6.028 -4.046 -0.132
C 5.525 -4.447 1.020
O 6.099 -5.240 1.731
C 4.209 -3.868 1.418
C 3.540 -4.158 2.592
Cl 4.002 -5.135 3.906
N 2.389 -3.451 2.605
N 2.272 -2.704 1.497
C 3.351 -2.940 0.774
C 3.492 -2.181 -0.526
O 4.471 -2.400 -1.251
O 2.564 -1.354 -0.735
C 1.404 -3.336 3.627
C 1.032 -2.061 4.024
C 0.065 -1.913 5.006
C -0.504 -3.035 5.594
C -0.119 -4.304 5.187
C 0.828 -4.463 4.188
H 5.448 -3.347 -0.581
H 1.512 -1.197 3.573
H -0.224 -0.918 5.316
H -1.250 -2.919 6.370
H -0.574 -5.179 5.633
H 1.109 -5.446 3.838
*
```


Record 2
The following is a quantum chemistry calculation of C6H10 in the gas phase, from OMol25.

Output
SMILES   C1C[C@@H]2C[C@@H]2C1
Orbital gap   11.05 eV
Energy relative to the best compared isomer or geometry (same formula, charge and spin)   96.2 kJ/mol
Lowest unoccupied orbital energy   1.2 eV

Structure (ORCA input):
```
! RIJCOSX wB97M-V def2-TZVPD def2/J DEFGRID3
* xyz 0 1
C -1.396 0.218 0.347
C -0.849 -1.163 -0.150
C 0.606 -0.850 -0.371
C 1.398 -0.142 0.694
C 0.834 0.600 -0.438
C -0.407 1.322 -0.176
H -2.429 0.316 0.011
H -1.453 0.144 1.440
H -1.056 -1.990 0.643
H -1.196 -1.624 -1.136
H 1.066 -1.636 -0.983
H 2.509 -0.162 0.604
H 0.957 -0.035 1.665
H 1.548 1.041 -1.206
H -0.278 2.117 0.589
H -0.783 1.913 -1.069
*
```


Record 3
The following is a quantum chemistry calculation of 6 unconnected molecules or ions with the total composition C13H37Cl4O14P3, from OMol25.

Output
SMILES   COP(=O)(OC)OC.COP(=O)(OC)OC.COP(=O)(OC)OC.ClCCl.ClCCl.OCCO
Orbital gap   9.94 eV
Energy relative to the best compared isomer or geometry (same formula, charge and spin)   0.0 kJ/mol
Lowest unoccupied orbital energy   0.4 eV

Structure (ORCA input):
```
! RIJCOSX wB97M-V def2-TZVPD def2/J DEFGRID3
* xyz 0 1
C -0.046 4.437 -0.340
O 0.285 3.088 -0.673
P 1.198 2.914 -1.964
O 2.509 3.540 -1.901
O 1.238 1.325 -2.002
C 1.832 0.765 -3.192
O 0.300 3.352 -3.196
C -1.045 2.835 -3.213
H 0.651 4.800 0.415
H -1.043 4.469 0.102
H -0.062 5.118 -1.192
H 1.056 0.559 -3.931
H 2.236 -0.174 -2.824
H 2.590 1.385 -3.668
H -1.670 3.570 -3.717
H -1.399 2.689 -2.198
H -1.129 1.874 -3.719
C 1.116 -2.053 6.441
O 2.106 -2.625 5.611
P 1.914 -2.628 4.055
O 1.583 -1.327 3.464
O 0.869 -3.772 3.801
C 0.629 -4.225 2.454
O 3.282 -3.235 3.579
C 4.026 -2.797 2.447
H 1.457 -1.118 6.878
H 0.801 -2.701 7.265
H 0.158 -1.920 5.926
H 0.948 -5.261 2.379
H 1.155 -3.589 1.743
H -0.437 -4.156 2.258
H 4.176 -3.658 1.785
H 5.021 -2.453 2.705
H 3.441 -2.104 1.843
C -4.140 2.923 -1.287
O -4.675 1.699 -1.770
P -3.696 0.518 -2.198
O -2.383 0.583 -1.567
O -3.653 0.526 -3.753
C -4.837 0.495 -4.557
O -4.559 -0.753 -1.855
C -4.399 -1.343 -0.552
H -4.876 3.448 -0.675
H -3.924 3.585 -2.127
H -3.287 2.765 -0.628
H -4.615 -0.037 -5.475
H -5.211 1.499 -4.756
H -5.638 -0.017 -4.021
H -5.372 -1.516 -0.090
H -3.881 -0.704 0.161
H -3.896 -2.289 -0.720
Cl -0.126 -6.280 -3.587
C 0.224 -5.102 -2.325
Cl -0.052 -5.790 -0.722
H 1.247 -4.773 -2.460
H -0.433 -4.243 -2.389
Cl -0.912 -1.216 1.217
C 0.534 -0.829 0.273
Cl 0.908 -2.228 -0.783
H 0.216 -0.071 -0.432
H 1.363 -0.532 0.902
O 4.466 3.229 2.113
C 3.338 2.838 1.355
C 2.457 1.829 2.049
O 3.084 0.576 2.135
H 4.342 4.144 2.368
H 2.757 3.720 1.065
H 3.607 2.381 0.394
H 1.476 1.832 1.551
H 2.279 2.225 3.063
H 2.525 -0.016 2.663
*
```


Record 4
The following is a quantum chemistry calculation of 9 unconnected molecules or ions with the total composition C26H54Br8N2O11, from OMol25.

Output
SMILES   CCOC(=O)OC.CCOC(=O)OC.CCOC(=O)OC.CN(C)C=O.CN(C)C=O.BrCCBr.BrCCBr.BrCCBr.BrCCBr
Orbital gap   9.12 eV
Energy relative to the best compared isomer or geometry (same formula, charge and spin)   310.7 kJ/mol
Lowest unoccupied orbital energy   -0.1 eV

Structure (ORCA input):
```
! RIJCOSX wB97M-V def2-TZVPD def2/J DEFGRID3
* xyz 0 1
C -5.724 3.351 -6.065
C -5.686 3.940 -4.752
O -4.457 3.686 -4.199
C -3.278 4.449 -4.402
O -3.044 5.119 -5.406
O -2.617 4.346 -3.362
C -1.460 5.149 -3.040
H -5.036 3.892 -6.715
H -6.725 3.455 -6.483
H -5.410 2.323 -5.883
H -6.591 3.655 -4.216
H -5.687 5.008 -4.969
H -1.438 5.130 -1.950
H -1.651 6.170 -3.371
H -0.669 4.512 -3.435
C -2.466 0.607 3.624
C -3.076 1.883 3.039
O -2.651 3.046 3.840
C -1.625 3.853 3.529
O -0.853 3.661 2.625
O -1.763 4.976 4.209
C -1.369 6.272 3.766
H -1.398 0.596 3.407
H -3.041 -0.231 3.229
H -2.475 0.478 4.706
H -4.157 1.772 3.129
H -2.735 1.959 2.007
H -2.127 6.532 3.026
H -0.434 6.272 3.206
H -1.312 6.913 4.645
C 0.557 -4.870 -6.190
C -0.498 -3.825 -6.428
O 0.103 -2.587 -6.786
C -0.476 -1.423 -7.226
O -1.621 -1.316 -7.531
O 0.338 -0.367 -7.078
C 0.002 0.984 -7.168
H 1.342 -4.623 -6.905
H 0.148 -5.875 -6.299
H 0.960 -4.768 -5.182
H -1.034 -3.704 -5.487
H -1.116 -4.211 -7.239
H -0.541 1.222 -6.254
H -0.672 1.207 -7.995
H 0.979 1.462 -7.096
C -0.920 -7.344 5.477
N -0.563 -5.896 5.393
C 0.063 -5.451 4.136
C -0.898 -5.068 6.432
O -0.505 -3.901 6.384
H -1.932 -7.583 5.151
H -0.705 -7.612 6.512
H -0.225 -7.908 4.856
H 0.006 -4.383 3.923
H 1.145 -5.570 4.103
H -0.334 -5.972 3.265
H -1.278 -5.646 7.289
C 4.457 5.520 -1.625
N 4.285 6.939 -1.124
C 4.699 7.996 -2.032
C 3.763 7.099 0.091
O 3.583 8.212 0.555
H 5.465 5.195 -1.882
H 3.889 5.519 -2.555
H 4.083 4.703 -1.006
H 3.888 8.355 -2.665
H 5.040 8.828 -1.415
H 5.474 7.686 -2.732
H 3.392 6.181 0.571
Br -3.750 -4.072 -0.353
C -3.993 -5.942 0.354
C -5.295 -6.180 1.128
Br -5.493 -4.647 2.377
H -3.166 -6.264 0.987
H -4.071 -6.668 -0.455
H -5.398 -7.098 1.707
H -6.037 -6.328 0.343
Br 2.435 -0.162 9.049
C 3.477 -0.571 7.383
C 2.825 0.228 6.248
Br 3.922 1.863 5.778
H 3.334 -1.637 7.207
H 4.562 -0.491 7.447
H 1.850 0.660 6.472
H 2.780 -0.391 5.352
Br 2.235 -0.962 0.452
C 0.474 -0.279 -0.250
C 0.575 -0.127 -1.787
Br 2.089 0.995 -2.376
H 0.098 0.614 0.249
H -0.241 -1.018 0.111
H -0.343 0.311 -2.179
H 0.678 -1.155 -2.134
Br 8.851 -4.916 2.681
C 7.187 -5.566 1.767
C 5.994 -4.661 2.050
Br 5.719 -4.639 4.068
H 6.903 -6.561 2.111
H 7.300 -5.562 0.683
H 5.020 -5.113 1.864
H 6.092 -3.638 1.686
*
```


Record 5
The following is a quantum chemistry calculation of a molecular structure, C2H6FInNO6S2, from OMol25.

Output
Orbital gap   8.85 eV
Lowest unoccupied orbital energy   3.0 eV

Structure (ORCA input):
```
! RIJCOSX wB97M-V def2-TZVPD def2/J DEFGRID3
* xyz -1 1
C -1.160 2.621 -0.950
S -0.848 1.804 0.626
O -2.161 1.473 1.189
O -0.034 2.743 1.400
In 0.543 -0.297 0.386
C -0.703 -2.073 0.737
O -0.073 -3.133 1.513
N 0.571 -2.645 2.631
O 1.419 -3.378 2.989
S 1.463 -0.213 -2.010
O 1.728 1.164 -2.361
O 0.714 -0.991 -2.968
F 2.939 -0.898 -2.002
H -0.902 1.954 -1.772
H -0.545 3.517 -0.985
H -2.216 2.885 -0.976
H 1.873 -0.194 1.471
H -0.996 -2.579 -0.180
H -1.611 -1.759 1.260
*
```


We obtain HOMO values of -4.61 -9.85 -9.54 -9.27 -5.85 eV for the records listed above, in that order.